# 1
# C23H54O21Tl

C23H54O21Tl as an isolated structure in a non-equilibrium geometry (ωB97M-V/def2-TZVPD, OMol25).

Last column: Löwdin charge in e.
Atoms and positions in Å:
Tl1 -4.26661 -1.24979 -0.08603  1.144
C1 0.31933 -0.64112 2.10483  0.186
C2 -0.81774 -0.77557 1.21310  -0.282
C3 -0.97189 0.34913 0.16081  -0.279
O1 -2.00128 0.33576 -0.47423  0.014
C4 0.10770 1.27935 -0.03005  0.186
C5 1.20783 1.33044 0.82120  -0.334
C6 1.25285 0.40016 1.98096  -0.314
O2 2.15570 0.42390 2.81394  0.194
O3 2.10753 2.11673 0.53124  0.234
O4 -1.76034 -1.52468 1.30787  0.026
H1 0.27156 -1.22693 3.01699  0.141
H2 -0.00611 2.03017 -0.80730  0.136
C7 -0.71527 3.75748 2.72692  -0.131
O5 -0.49835 3.89691 1.34142  -0.103
H3 -1.15082 4.66071 3.14687  0.089
H4 -1.42008 2.93943 2.93835  0.080
H5 0.20478 3.53038 3.27734  0.089
H6 -0.11667 3.10174 0.97406  0.002
C8 -1.43742 -3.88555 -0.81330  -0.208
C9 -2.61283 -4.80600 -0.56991  -0.200
O6 -3.60498 -4.19784 0.26531  -0.141
O7 -1.89802 -2.69166 -1.49065  -0.129
H7 -0.63167 -4.39888 -1.35176  0.131
H8 -0.84519 -3.51414 0.03025  0.102
H9 -2.24958 -5.71127 -0.08187  0.130
H10 -3.06812 -5.04293 -1.53053  0.129
H11 -3.69850 -4.74716 1.04685  0.086
H12 -1.25045 -2.52632 -2.18204  0.073
C10 5.21020 -2.84110 1.63728  -0.223
C11 6.61917 -2.29198 1.75763  -0.244
O8 6.81975 -1.53212 2.94672  -0.058
O9 4.32896 -1.70902 1.77388  -0.090
H13 4.96167 -3.42274 2.53103  0.117
H14 5.08083 -3.40435 0.71191  0.116
H15 6.84928 -1.65846 0.89967  0.120
H16 7.29637 -3.14977 1.81977  0.120
H17 7.54558 -1.92520 3.43232  0.078
H18 3.51274 -2.00536 2.19102  0.021
C12 1.04140 -4.02941 2.97330  -0.211
C13 1.44882 -4.33665 4.39828  -0.202
O10 1.10838 -3.27703 5.30639  -0.066
O11 1.99180 -3.14522 2.34964  -0.077
H19 0.02480 -3.65974 2.77346  0.111
H20 0.93131 -4.92884 2.35304  0.124
H21 2.52471 -4.49916 4.47800  0.126
H22 0.95424 -5.21586 4.80842  0.125
H23 1.33991 -2.43110 4.90710  0.071
H24 1.54044 -2.28820 2.37810  0.021
C14 -2.53744 4.76804 -1.99303  -0.220
C15 -1.32806 4.01368 -2.53215  -0.234
O12 -1.64594 2.76887 -3.13716  -0.071
O13 -3.25766 4.00670 -1.01152  -0.070
H25 -3.26214 4.85289 -2.81421  0.123
H26 -2.40608 5.80941 -1.69151  0.125
H27 -0.64044 3.76438 -1.71615  0.099
H28 -0.89635 4.66713 -3.28980  0.120
H29 -1.83982 2.12966 -2.44012  0.055
H30 -2.92136 4.34643 -0.17184  0.074
C16 -2.88065 -1.71174 -4.82899  -0.208
C17 -2.41588 -0.65836 -3.82721  -0.242
O14 -3.42545 -0.37492 -2.86906  -0.162
O15 -3.87914 -1.07385 -5.64394  -0.065
H31 -3.39020 -2.57793 -4.41073  0.122
H32 -2.06268 -2.04430 -5.47328  0.123
H33 -2.14329 0.23920 -4.38968  0.122
H34 -1.51725 -0.88670 -3.24715  0.095
H35 -4.00199 0.30435 -3.23994  0.105
H36 -3.46882 -0.77183 -6.45877  0.089
C18 -3.92602 -2.85698 5.07400  -0.268
C19 -4.66386 -2.39033 3.87150  -0.202
O16 -3.91234 -2.61005 2.64793  -0.185
O17 -2.70797 -2.16989 5.19716  -0.043
H37 -3.92682 -3.94796 5.19983  0.132
H38 -4.55102 -2.62069 5.95319  0.128
H39 -4.71005 -1.29184 3.88618  0.124
H40 -5.70727 -2.68898 3.80262  0.130
H41 -2.99051 -2.65107 2.93462  0.054
H42 -1.99700 -2.63922 5.64034  0.093
C20 1.63534 1.48401 -3.73910  -0.259
C21 2.66093 1.47134 -4.88069  -0.243
O18 3.71456 2.35344 -4.53444  -0.046
O19 2.22730 1.37419 -2.46215  -0.017
H43 0.89842 0.69935 -3.97051  0.109
H44 0.96394 2.32451 -3.96298  0.102
H45 2.21083 1.81259 -5.81479  0.118
H46 2.96147 0.43167 -5.04096  0.112
H47 4.25194 2.55392 -5.30610  0.092
H48 1.69408 0.68611 -2.05434  0.061
C22 1.94712 5.92666 -2.06237  -0.286
C23 2.04164 5.66328 -0.57648  -0.268
O20 3.39226 5.53430 -0.21435  -0.029
O21 2.61870 4.94930 -2.80069  -0.025
H49 2.23139 6.99365 -2.18211  0.117
H50 0.93860 6.16626 -2.45071  0.104
H51 1.44454 4.77106 -0.31757  0.084
H52 1.45150 6.29713 0.10117  0.125
H53 3.66848 6.32617 0.25313  0.091
H54 2.32477 5.01579 -3.71265  0.087

Atomic forces in eV per Å
Tl 0.360 -0.405 -0.091
C -2.637 -0.414 -0.741
C 0.159 1.483 -0.364
C 0.227 -1.198 0.330
O -0.263 0.762 -0.403
C -2.264 -0.286 -0.604
C 2.499 1.186 -0.543
C 2.330 -0.323 1.664
O -0.365 0.588 -0.618
O -0.403 -0.624 1.014
O 0.234 -0.808 0.507
H 0.206 0.061 0.116
H 0.327 -0.134 -0.218
C -0.030 -0.888 0.677
O -0.426 0.705 -0.313
H 0.083 0.153 -0.332
H -0.024 0.096 -0.029
H 0.049 0.167 -0.122
H 0.175 0.176 0.235
C 0.680 0.717 -0.044
C 0.316 0.270 0.576
O 0.280 0.051 -0.421
O 0.332 -0.669 -0.086
H -0.533 -0.161 -0.637
H -0.775 -0.418 0.745
H 0.017 -0.165 -0.233
H 0.040 -0.118 -0.049
H -0.183 0.292 0.187
H -0.255 0.215 -0.122
C -0.529 1.310 1.642
C 0.350 -0.478 0.363
O -0.436 0.016 -0.056
O -0.092 0.112 -0.905
H 0.477 -0.686 -0.328
H -0.107 0.031 -0.051
H 0.037 -0.094 -0.088
H 0.053 0.007 -0.591
H 0.049 0.023 0.050
H 0.491 -0.191 -0.098
C -0.121 -0.905 -1.001
C -0.434 0.603 0.591
O -0.401 0.014 -0.299
O -1.016 0.200 0.255
H 0.002 0.517 1.006
H 0.915 -0.238 0.247
H 0.068 -0.132 -0.434
H -0.118 -0.060 -0.241
H 0.322 -0.064 0.152
H 0.675 -0.272 -0.255
C -1.566 -0.783 -0.988
C -0.227 0.195 0.681
O -0.270 -0.098 -0.278
O 0.800 0.531 0.443
H 0.255 -0.083 -0.153
H 0.693 -0.186 0.276
H 0.348 0.770 -0.054
H 0.460 -0.288 0.026
H -0.284 0.158 0.000
H -0.204 -0.393 0.143
C -0.274 0.732 -0.660
C 0.184 -0.169 0.117
O -0.260 0.318 0.016
O 0.020 -0.176 0.041
H 0.295 0.041 0.462
H 0.158 -0.101 0.230
H -0.163 0.062 -0.035
H -0.005 -0.426 -0.148
H -0.038 -0.146 -0.048
H -0.051 0.044 0.001
C -1.437 -0.628 2.091
C 0.752 1.929 -1.173
O -0.632 -0.869 0.406
O 0.584 0.286 -0.845
H 0.847 -0.047 -0.716
H -0.054 0.393 -0.212
H -0.169 -0.029 0.664
H 0.228 -0.743 -0.141
H 0.023 0.177 -0.229
H -0.250 -0.388 0.133
C -0.707 0.315 -2.289
C 0.098 -0.025 0.426
O -0.052 -0.171 0.088
O -0.911 -0.122 -0.242
H 0.427 -0.566 0.333
H 0.508 0.739 1.156
H -0.442 -0.080 0.037
H 0.592 0.026 0.050
H -0.040 -0.135 -0.010
H 0.448 -0.095 0.334
C -1.203 2.475 0.120
C -1.376 -1.152 0.301
O -0.019 -0.118 0.421
O -0.064 0.164 0.092
H 1.500 -0.422 -0.292
H -0.473 -1.251 0.514
H 0.922 -0.663 -0.380
H 0.477 1.051 -0.639
H 0.029 0.019 -0.043
H 0.177 -0.096 -0.066

Gap between HOMO and LUMO   3.4 eV
HOMO   -11.276 eV
Net charge   +1

# 2
# C23H55AuN3O2P4

C23H55AuN3O2P4 as an isolated structure in a non-equilibrium geometry (ωB97M-V/def2-TZVPD, OMol25).

Last column: Mulliken spin population.
Atoms and positions in Å:
Au1 0.92490 0.16665 -0.07064  0.367
P1 2.59118 1.21164 1.57529  0.035
P2 -0.22165 2.06768 -1.07400  0.041
P3 2.37903 -0.45153 -1.85149  0.312
H1 -1.02277 -1.92098 0.18512  0.003
C1 0.01776 -1.94170 -0.13899  0.029
C2 1.03364 -1.96367 0.84523  0.034
H2 0.73676 -1.99475 1.89204  0.004
C3 2.16046 1.58675 3.30648  0.008
C4 3.25882 2.79751 0.97886  0.001
C5 4.01896 0.08541 1.72033  0.001
C6 -1.57122 1.51115 -2.16520  0.013
C7 -0.98830 3.31373 0.00549  0.004
C8 0.89350 3.04080 -2.13742  -0.003
C9 3.17719 -2.05604 -1.59109  0.005
C10 3.70204 0.75826 -2.12886  0.018
C11 1.33877 -0.59784 -3.33569  0.021
H3 0.18918 -2.38939 -1.11679  0.006
H4 2.00620 -2.41272 0.65219  0.003
H5 1.65862 0.74186 3.80126  -0.002
H6 1.48902 2.45511 3.33652  0.000
H7 3.07600 1.83347 3.86583  0.002
H8 2.45964 3.55502 1.00301  -0.001
H9 3.63792 2.70268 -0.04800  0.000
H10 4.07755 3.11629 1.64224  0.000
H11 3.68871 -0.85892 2.18081  0.000
H12 4.78414 0.55277 2.35810  0.000
H13 4.45169 -0.13508 0.73331  0.001
H14 -2.01504 2.36324 -2.70275  0.001
H15 -2.35114 1.03716 -1.55206  -0.002
H16 -1.21446 0.77570 -2.89965  0.000
H17 -1.43348 4.12101 -0.59965  0.005
H18 -0.23463 3.75597 0.67221  0.002
H19 -1.77950 2.85443 0.61237  -0.001
H20 0.33477 3.87223 -2.59121  0.000
H21 1.31875 2.42498 -2.94079  0.000
H22 1.70947 3.45651 -1.52899  0.001
H23 3.79191 -2.30176 -2.46986  0.013
H24 2.42212 -2.84038 -1.44851  0.001
H25 3.82317 -2.01837 -0.70190  -0.002
H26 4.23811 0.47823 -3.04753  0.012
H27 4.41199 0.74918 -1.28750  -0.003
H28 3.29403 1.77254 -2.24248  -0.001
H29 1.93855 -1.00062 -4.16547  0.014
H30 0.92373 0.37705 -3.63264  0.002
H31 0.50154 -1.28467 -3.13264  -0.002
C12 -1.82532 -0.71132 -6.81408  0.272
C13 -2.94959 -1.22037 -7.50009  0.102
C14 -3.15782 -2.60226 -7.51099  0.038
C15 -2.25629 -3.46435 -6.87046  0.259
C16 -1.13803 -2.94319 -6.22178  0.038
C17 -0.90316 -1.57130 -6.20157  0.086
O1 -1.58593 0.62566 -6.66068  0.183
H32 -2.26938 1.13030 -7.15268  -0.008
H33 -3.63770 -0.53601 -7.99601  0.001
H34 -4.03124 -3.00939 -8.02395  0.005
H35 -2.43570 -4.54573 -6.88600  0.000
H36 -0.42329 -3.60716 -5.71589  0.004
H37 -0.02962 -1.13059 -5.71799  0.021
C18 -3.22876 -0.85882 1.66537  -0.003
N1 -2.34872 -1.19532 2.79982  -0.001
C19 -2.05530 -2.63316 2.86065  0.002
P4 -1.20013 -0.06068 3.23672  0.039
O2 -0.33493 0.48743 2.15126  0.008
N2 -2.08617 1.20754 3.84356  0.003
C20 -1.37697 2.49751 3.94420  0.001
C21 -3.30364 1.07392 4.64403  0.001
N3 -0.34110 -0.71741 4.49560  0.002
C22 0.78736 -1.64073 4.31076  -0.003
C23 -0.87920 -0.66332 5.85600  0.000
H38 -3.98221 -1.66054 1.59725  0.000
H39 -2.65530 -0.82579 0.72459  0.001
H40 -3.73168 0.10354 1.84175  0.000
H41 -1.25026 -2.90548 2.16234  0.000
H42 -1.80040 -2.92713 3.88593  0.000
H43 -2.97262 -3.16055 2.56537  0.000
H44 -0.87354 2.71656 2.98447  0.000
H45 -2.10612 3.28476 4.16396  0.000
H46 -0.62724 2.48631 4.75677  0.000
H47 -4.00565 1.85553 4.31268  0.000
H48 -3.75415 0.08233 4.50447  0.000
H49 -3.11488 1.24801 5.71528  0.000
H50 0.43348 -2.64064 4.01990  0.000
H51 1.49477 -1.24904 3.56278  0.003
H52 1.32065 -1.73605 5.26945  0.000
H53 -1.06904 0.38543 6.13517  0.000
H54 -1.79866 -1.26465 5.95206  0.000
H55 -0.12411 -1.07047 6.54505  0.000

Atomic forces in eV per Å
Au 0.085 0.285 1.684
P -0.116 -0.274 -0.218
P -0.089 -0.327 -0.264
P -0.116 0.335 0.340
H 0.313 0.257 -0.162
C 0.809 -0.643 1.028
C -1.249 -0.662 -0.979
H 0.128 0.542 -0.398
C -0.063 -0.030 0.215
C 0.224 0.053 0.088
C 0.208 0.153 0.154
C -0.285 0.211 -0.188
C -0.078 0.092 0.133
C -0.117 0.205 -0.077
C 0.123 -0.114 -0.217
C 0.114 -0.059 -0.404
C 0.188 -0.148 -0.441
H 0.028 0.258 0.119
H -0.188 0.310 -0.114
H 0.174 0.429 -0.288
H 0.139 -0.291 -0.037
H -0.168 -0.031 -0.245
H 0.290 -0.221 -0.002
H -0.081 0.079 0.331
H -0.226 0.046 -0.266
H 0.132 0.315 -0.124
H -0.093 -0.275 -0.199
H -0.092 0.075 0.355
H 0.086 -0.228 0.155
H 0.231 0.121 -0.149
H -0.043 0.215 0.273
H 0.191 -0.310 0.117
H -0.210 -0.173 -0.156
H 0.271 0.043 -0.090
H 0.195 -0.188 0.093
H -0.135 0.207 0.222
H -0.222 -0.102 -0.193
H -0.122 0.009 0.243
H 0.239 0.189 -0.102
H -0.176 0.031 -0.305
H 0.002 0.172 0.217
H -0.297 -0.071 -0.300
H 0.143 -0.406 0.028
H -0.144 0.118 0.118
H 0.234 -0.306 0.167
H 0.336 0.232 0.036
C 0.177 2.512 0.195
C -0.783 -1.335 -0.392
C -0.585 1.701 -0.564
C -0.327 -0.629 -0.120
C 1.528 1.187 0.816
C 0.648 -1.647 0.592
O -0.912 -2.313 -0.751
H 0.355 -0.008 0.246
H 0.078 -0.219 0.088
H 0.284 0.152 0.149
H 0.096 0.462 0.001
H -0.412 0.278 -0.358
H -0.291 -0.224 -0.166
C 0.010 -0.090 0.355
N 0.094 0.261 -0.388
C -0.095 0.222 0.208
P -1.359 0.384 1.251
O 0.413 -0.425 -0.735
N 0.419 -0.346 -0.368
C -0.001 -0.187 -0.039
C -0.168 0.359 0.054
N 0.753 -0.080 -0.383
C -0.195 0.078 0.085
C -0.237 0.108 0.249
H 0.166 0.507 -0.084
H -0.305 0.129 0.052
H 0.207 -0.309 -0.149
H -0.166 -0.267 0.226
H 0.019 0.002 -0.336
H 0.377 0.011 0.185
H -0.251 -0.050 0.558
H 0.146 -0.152 -0.094
H -0.231 0.091 -0.243
H 0.047 -0.363 0.114
H 0.170 0.367 0.054
H -0.038 -0.166 -0.267
H 0.336 0.085 0.021
H -0.236 -0.221 0.248
H -0.129 0.050 -0.443
H -0.057 -0.506 0.020
H 0.236 0.270 0.147
H -0.354 0.194 -0.231

Gap between HOMO and LUMO (spin up / spin down)   7.8 / 3.6 eV
Multiplicity   3
Expectation value of S²   2.025
HOMO (spin up / spin down)   -15.250 / -15.303 eV
Net charge   +3